C48H43N4O2PReS | ωB97M-V/def2-TZVPD

The geometry in ORCA input format:
```
! RIJCOSX wB97M-V def2-TZVPD def2/J DEFGRID3
* xyz 4 2
Re 0.367 -0.618 -2.403
C 0.851 -3.461 -1.688
N 1.619 -2.186 -1.654
C 2.816 -2.345 -2.539
C 3.216 -1.062 -3.200
C 4.515 -0.848 -3.610
C 4.825 0.303 -4.321
C 3.811 1.212 -4.580
C 2.538 0.943 -4.122
N 2.226 -0.178 -3.452
C 2.014 -1.833 -0.230
C 0.575 -0.043 -0.425
C -0.517 0.754 0.276
C 0.052 2.056 0.825
C 0.931 2.677 -0.240
C 1.558 1.957 -1.166
N 1.556 0.539 -1.135
C -0.548 -3.244 -1.216
C -1.261 -4.272 -0.630
C -2.579 -4.062 -0.260
C -3.120 -2.801 -0.465
C -2.344 -1.823 -1.044
N -1.073 -2.023 -1.452
H 1.357 -4.229 -1.100
H 0.820 -3.811 -2.722
H 2.544 -3.048 -3.329
H 3.640 -2.795 -1.983
H 5.276 -1.584 -3.387
H 5.836 0.486 -4.660
H 4.000 2.127 -5.124
H 1.738 1.645 -4.283
H 2.913 -1.222 -0.286
H 2.194 -2.735 0.353
H -1.002 0.128 1.021
H -0.785 2.731 1.040
H 1.076 3.749 -0.222
H 2.220 2.401 -1.897
H -0.785 -5.231 -0.477
H -3.164 -4.857 0.182
H -4.137 -2.571 -0.180
H -2.747 -0.833 -1.164
O -1.635 1.019 -0.676
S -1.605 2.263 -1.702
C -3.297 2.621 -1.929
C -3.545 3.975 -2.152
C -4.847 4.373 -2.418
C -5.867 3.433 -2.431
C -5.603 2.085 -2.182
C -4.312 1.663 -1.938
C -1.107 1.435 -3.220
C -1.532 0.126 -3.519
C -1.280 -0.406 -4.811
C -0.685 0.389 -5.771
C -0.370 1.729 -5.488
C -0.563 2.251 -4.226
H -2.746 4.706 -2.108
H -5.064 5.417 -2.597
H -6.883 3.749 -2.625
H -6.415 1.370 -2.181
H -4.108 0.621 -1.737
H -2.279 -0.342 -2.896
H -1.632 -1.400 -5.061
H -0.522 0.001 -6.768
H 0.027 2.360 -6.273
H -0.316 3.286 -4.016
O 0.950 -1.152 0.374
P 0.317 -0.306 3.714
C 0.065 1.279 3.271
C 0.863 1.947 2.172
C 1.186 3.378 2.550
C 0.358 4.071 3.328
C -0.807 3.425 3.921
C -0.963 2.088 3.899
C -0.673 -1.038 4.979
C -2.070 -1.034 4.884
C -2.821 -1.577 5.909
C -2.185 -2.135 7.015
C -0.799 -2.153 7.102
C -0.033 -1.610 6.085
C 1.927 -1.020 3.511
C 2.019 -2.411 3.385
C 3.267 -3.008 3.327
C 4.416 -2.225 3.384
C 4.323 -0.844 3.514
C 3.081 -0.235 3.586
H 1.783 1.403 1.957
H 2.063 3.833 2.108
H 0.550 5.110 3.558
H -1.505 4.028 4.487
H -1.734 1.621 4.494
H -2.561 -0.607 4.018
H -3.901 -1.570 5.853
H -2.777 -2.560 7.814
H -0.315 -2.584 7.967
H 1.047 -1.615 6.159
H 1.123 -3.021 3.373
H 3.349 -4.085 3.264
H 5.389 -2.697 3.360
H 5.220 -0.246 3.598
H 3.013 0.833 3.754
*
```

As for the calculated total energy: -3040.7556 Ha. The HOMO energy (alpha / beta) comes out at -17.08 / -17.08 eV. The expectation value of S² is 0.757. The largest force on an atom comes out at 0.0268 hartree/bohr. For the HOMO-LUMO gap (alpha / beta), the calculation gives 5.8 / 5.4 eV.

Mulliken atomic charge list, values in e, 8 entries: Re 1.707; C -1.295; N 0.402; C -1.200; C 1.099; C -1.082; C -0.545; C -1.152